1.
Formula: C33H38GeN5Re
Source: the OMol25 dataset
Level of theory: wB97M-V/def2-TZVPD

For the total energy, the calculation gives -100919.73432 eV. The value obtained for the energy above the lowest of the compared OMol25 structures with the same formula, charge and spin is 0.890 eV. The net charge is +2. The lowest unoccupied orbital energy comes out at -5.83 eV. As for the orbital gap: 7.92 eV. As for the spin multiplicity: 1.

Element x y z (Å)
Re (-0.2283, -1.0357, -0.2162)
C (4.5320, -1.2263, -3.1011)
N (3.7668, -1.0526, -1.8697)
C (4.4881, -0.6407, -0.6661)
C (2.4497, -1.2474, -1.7943)
N (1.7900, -1.2859, -0.6637)
N (1.7955, -1.4458, -2.9999)
C (0.4670, -1.7176, -3.2074)
N (0.1486, -2.0735, -4.4619)
N (-0.4169, -1.5980, -2.2666)
H (5.5843, -1.2812, -2.8396)
H (4.3925, -0.3874, -3.7878)
H (4.2929, -2.1733, -3.5890)
H (5.4420, -0.2184, -0.9666)
H (4.6632, -1.4853, 0.0003)
H (3.9263, 0.1298, -0.1363)
H (2.3908, -1.2208, 0.1552)
H (2.3795, -1.4259, -3.8185)
H (0.8359, -2.1966, -5.1851)
H (-0.8134, -2.2154, -4.7170)
H (-1.3609, -1.7957, -2.5918)
C (-0.4794, -3.0850, 3.5825)
C (0.1596, -1.8921, 2.8606)
C (-0.4389, -0.6149, 3.4275)
C (-0.0384, -2.0307, 1.3755)
C (1.6959, -1.9067, 2.9726)
C (2.4149, -0.7146, 3.0853)
C (3.7975, -0.7326, 3.2025)
C (4.4887, -1.9361, 3.1758)
C (3.7881, -3.1218, 3.0210)
C (2.4041, -3.1073, 2.9153)
H (-1.5661, -3.0113, 3.5362)
H (-0.1891, -3.0896, 4.6324)
H (-0.1962, -4.0419, 3.1467)
H (-1.5270, -0.6882, 3.4478)
H (-0.1675, 0.2602, 2.8415)
H (-0.0994, -0.4640, 4.4515)
H (0.0565, -3.0947, 1.0825)
H (1.8967, 0.2313, 3.1434)
H (4.3317, 0.1969, 3.3462)
H (5.5635, -1.9489, 3.2963)
H (4.3137, -4.0662, 3.0168)
H (1.8820, -4.0503, 2.8362)
C (-0.3308, 0.5724, 0.3357)
Ge (-1.7614, 1.8511, -0.1734)
C (-1.1741, 2.9259, -1.6728)
C (-1.2175, 4.3153, -1.6149)
C (-0.7792, 5.0800, -2.6867)
C (-0.2937, 4.4622, -3.8269)
C (-0.2411, 3.0761, -3.8959)
C (-0.6757, 2.3162, -2.8244)
C (-2.5588, 2.7990, 1.3006)
C (-2.1937, 2.5529, 2.6213)
C (-2.8311, 3.2113, 3.6605)
C (-3.8470, 4.1151, 3.3868)
C (-4.2236, 4.3629, 2.0752)
C (-3.5844, 3.7074, 1.0359)
C (-2.7547, 0.2385, -0.8443)
C (-3.2538, 0.1187, -2.1405)
C (-3.7467, -1.0941, -2.6031)
C (-3.6945, -2.2438, -1.8097)
C (-3.2091, -2.1502, -0.5200)
C (-2.7671, -0.9101, -0.0207)
H (-1.5874, 4.8153, -0.7278)
H (-0.8159, 6.1582, -2.6279)
H (0.0451, 5.0586, -4.6625)
H (0.1349, 2.5969, -4.7898)
H (-0.6310, 1.2316, -2.8888)
H (-1.3960, 1.8585, 2.8479)
H (-2.5349, 3.0234, 4.6826)
H (-4.3448, 4.6300, 4.1964)
H (-5.0151, 5.0672, 1.8621)
H (-3.8955, 3.9134, 0.0169)
H (-3.2861, 0.9877, -2.7854)
H (-4.1890, -1.1474, -3.5905)
H (-4.0795, -3.1834, -2.1809)
H (-3.2457, -3.0075, 0.1403)
H (-2.6379, -0.8072, 1.0514)

=====

2.
Formula: C33H38N3O2SSiSr
Source: the OMol25 dataset
Level of theory: wB97M-V/def2-TZVPD

For the total energy, the calculation gives -62957.31131 eV. The value obtained for the energy above the lowest of the compared OMol25 structures with the same formula, charge and spin is 0.598 eV. The net charge is -1. The lowest unoccupied orbital energy comes out at 2.11 eV. As for the orbital gap: 5.97 eV. As for the spin multiplicity: 1.

Element x y z (Å)
Sr (0.3387, 0.2738, -0.0685)
C (1.0413, -2.6868, -4.4415)
C (1.4742, -1.2560, -4.5979)
C (2.3338, -0.9115, -5.6380)
C (2.7966, 0.3868, -5.8043)
C (2.4153, 1.3571, -4.8890)
C (1.5732, 1.0435, -3.8279)
C (1.2092, 2.0878, -2.8068)
C (1.0662, -0.2606, -3.6924)
N (0.2674, -0.5556, -2.5688)
C (-0.8841, -1.2229, -2.7731)
O (-1.5041, -1.4260, -3.8178)
C (-1.4821, -1.8884, -1.5134)
C (-2.4422, -2.8748, -1.6543)
C (-2.8974, -3.5228, -0.5153)
C (-2.3907, -3.1919, 0.7341)
C (-1.4427, -2.1911, 0.8127)
N (-1.0022, -1.5698, -0.2985)
C (-0.8165, -1.8250, 2.1751)
O (-1.1407, -2.5291, 3.1328)
N (0.0309, -0.7824, 2.1382)
C (0.8081, -0.5177, 3.2973)
C (1.7890, -1.4158, 3.7480)
C (1.9460, -2.7788, 3.1300)
C (2.6390, -1.0233, 4.7801)
C (2.5271, 0.2274, 5.3739)
C (1.5337, 1.0938, 4.9421)
C (0.6650, 0.7349, 3.9135)
C (-0.4491, 1.6556, 3.4870)
H (1.7359, -3.3508, -4.9592)
H (0.0358, -2.8406, -4.8368)
H (1.0073, -2.9744, -3.3871)
H (2.6499, -1.6905, -6.3243)
H (3.4558, 0.6353, -6.6264)
H (2.7807, 2.3746, -4.9863)
H (1.5215, 3.0825, -3.1272)
H (1.7122, 1.9107, -1.8485)
H (0.1391, 2.1094, -2.5954)
H (-2.8027, -3.0978, -2.6482)
H (-3.6455, -4.3011, -0.6053)
H (-2.6961, -3.6774, 1.6492)
H (1.8267, -2.7471, 2.0439)
H (1.1773, -3.4606, 3.4995)
H (2.9304, -3.1927, 3.3597)
H (3.4073, -1.7152, 5.1120)
H (3.2017, 0.5184, 6.1703)
H (1.4112, 2.0623, 5.4157)
H (-0.6204, 2.4267, 4.2403)
H (-1.3809, 1.1130, 3.3314)
H (-0.2411, 2.1708, 2.5423)
C (-1.6835, 4.3338, -0.4895)
Si (-1.7511, 2.4350, -0.3483)
C (-2.8535, 1.9578, -1.8500)
C (-2.9901, 2.1745, 1.0871)
C (-3.2794, 3.1532, 2.0469)
C (-4.0653, 2.8802, 3.1647)
C (-4.5911, 1.6087, 3.3586)
C (-4.3325, 0.6173, 2.4156)
C (-3.5502, 0.9037, 1.3043)
H (-2.6752, 4.7981, -0.3944)
H (-1.2835, 4.6010, -1.4763)
H (-1.0209, 4.7831, 0.2598)
H (-3.8380, 2.4407, -1.7970)
H (-3.0212, 0.8756, -1.9218)
H (-2.3824, 2.2526, -2.7965)
H (-2.8696, 4.1531, 1.9286)
H (-4.2573, 3.6607, 3.8941)
H (-5.1903, 1.3892, 4.2348)
H (-4.7245, -0.3844, 2.5579)
H (-3.3541, 0.1042, 0.5907)
C (3.8114, -1.1084, -1.7954)
S (3.0362, -1.5654, -0.2369)
C (4.1816, -0.8133, 0.9269)
H (3.9211, -0.0265, -1.8827)
H (3.1532, -1.4419, -2.5980)
H (4.7847, -1.5871, -1.9000)
H (5.1516, -1.3093, 0.9002)
H (3.7514, -0.9207, 1.9243)
H (4.3135, 0.2482, 0.7147)

=====

3.
Formula: C33H38N9O2STa
Source: the OMol25 dataset
Level of theory: wB97M-V/def2-TZVPD

For the total energy, the calculation gives -64696.60167 eV. The value obtained for the energy above the lowest of the compared OMol25 structures with the same formula, charge and spin is 1.115 eV. The net charge is +4. The lowest unoccupied orbital energy comes out at -11.95 eV. As for the orbital gap: 6.99 eV. As for the spin multiplicity: 1.

Element x y z (Å)
Ta (0.0263, -0.0294, 0.8972)
C (-3.3408, -6.0558, 3.1057)
C (-2.7217, -4.8828, 2.3950)
C (-3.0752, -4.5305, 1.1001)
C (-2.4696, -3.4623, 0.4141)
C (-2.8568, -3.3907, -0.9940)
N (-2.1154, -3.2349, -2.0352)
C (-0.6373, -3.1125, -2.1334)
C (-0.2533, -2.6361, -3.5375)
C (1.2390, -2.3235, -3.6913)
N (1.6087, -1.1279, -2.9159)
C (2.0309, -0.0005, -3.3686)
C (2.3694, 1.1393, -2.5416)
C (3.2232, 2.1206, -3.0627)
C (3.7312, 3.1643, -2.2930)
C (4.6401, 4.2146, -2.8798)
C (3.3905, 3.1676, -0.9463)
C (2.4977, 2.2350, -0.3931)
C (2.2657, 2.2218, 1.0326)
N (1.5165, 1.4238, 1.7289)
C (1.4997, 1.6554, 3.1997)
C (1.9258, 0.4584, 4.0512)
C (1.7974, -0.9265, 3.4433)
N (0.5183, -1.2338, 2.7613)
C (-0.0966, -2.3043, 3.0910)
C (-1.1872, -2.9822, 2.3851)
C (-1.7426, -4.1030, 3.0004)
C (-1.5818, -2.6420, 1.0982)
O (-1.1290, -1.4696, 0.5575)
C (1.9431, 1.2620, -1.2152)
O (1.0118, 0.4515, -0.7309)
H (-4.1600, -6.4870, 2.5345)
H (-3.7226, -5.7605, 4.0839)
H (-2.5961, -6.8367, 3.2717)
H (-3.8219, -5.1263, 0.5828)
H (-3.9002, -3.6042, -1.2162)
H (-2.5992, -3.3301, -2.9246)
H (-0.2050, -4.0927, -1.9270)
H (-0.2950, -2.4388, -1.3585)
H (-0.8322, -1.7460, -3.8028)
H (-0.4989, -3.4089, -4.2696)
H (1.4808, -2.1587, -4.7385)
H (1.8554, -3.1449, -3.3253)
H (1.5887, -1.2494, -1.9041)
H (2.1952, 0.0677, -4.4427)
H (3.5367, 2.0363, -4.0998)
H (5.1025, 3.8738, -3.8047)
H (5.4328, 4.4859, -2.1830)
H (4.0777, 5.1228, -3.1063)
H (3.8396, 3.9133, -0.2947)
H (2.8341, 2.9657, 1.5916)
H (0.4881, 1.9432, 3.4575)
H (2.1427, 2.5007, 3.4395)
H (1.3701, 0.5140, 4.9875)
H (2.9792, 0.5548, 4.3140)
H (1.9643, -1.6608, 4.2301)
H (2.5758, -1.0844, 2.6961)
H (0.2668, -2.8298, 3.9730)
H (-1.4086, -4.3660, 4.0002)
C (-1.5140, 4.7775, 0.1788)
C (-1.2171, 3.3124, 0.0714)
N (-1.1732, 2.5137, 1.0643)
N (-1.5550, 2.9961, 2.2915)
C (-1.9905, 2.0820, 3.1718)
N (-2.6135, 2.4823, 4.2572)
S (-1.7011, 0.4180, 2.9100)
C (-1.1588, 2.6029, -1.2378)
C (-1.0813, 3.2703, -2.4480)
C (-1.2314, 2.5508, -3.6266)
C (-1.4573, 1.1880, -3.5502)
C (-1.4771, 0.5959, -2.2956)
N (-1.3291, 1.2745, -1.1614)
H (-2.5725, 4.9319, 0.4189)
H (-1.3287, 5.3110, -0.7473)
H (-0.9093, 5.2496, 0.9567)
H (-1.8431, 3.9624, 2.3852)
H (-2.8320, 3.4524, 4.4418)
H (-2.9223, 1.8072, 4.9422)
H (-0.9295, 4.3402, -2.4894)
H (-1.1992, 3.0569, -4.5839)
H (-1.6345, 0.6000, -4.4427)
H (-1.6437, -0.4723, -2.1886)
N (2.0720, -2.4400, -0.0794)
C (1.5232, -1.5826, 0.4738)